Computed, not measured: 9 unconnected molecules or ions with the total composition C27H45F6O30P3 at a distorted geometry, with ωB97M-V with the def2-TZVPD basis set.

Summary:
SMILES   O=C1OC[C@@H](F)O1.O=C1OC[C@@H](F)O1.O=C1OC[C@@H](F)O1.O=C1OC[C@@H](F)O1.O=C1OC[C@@H](F)O1.O=C1OC[C@@H](F)O1.COP(=O)(OC)OC.COP(=O)(OC)OC.COP(=O)(OC)OC
E_HOMO   -0.3654 Ha
Kohn-Sham gap   10.066 eV
E_LUMO   0.121 eV
Spin multiplicity   1
Charge   0

Last column: Mulliken charge in e.
CARTESIAN COORDINATES (ANGSTROEM)
O 8.12209 -10.41667 -20.20268  -0.545
C 9.03245 -10.76191 -20.88839  0.565
O 9.15845 -10.49630 -22.18118  -0.169
C 10.45709 -10.84098 -22.63406  -0.287
C 10.90652 -11.87313 -21.57552  0.100
F 12.17911 -11.74717 -21.16779  -0.203
O 10.10780 -11.42729 -20.46403  -0.282
H 10.40267 -11.17965 -23.66483  0.444
H 11.12008 -9.97947 -22.53211  0.124
H 10.65449 -12.92290 -21.72186  0.317
O 14.91805 -8.55901 -11.41522  -0.543
C 14.38366 -8.05630 -12.35373  0.469
O 13.45723 -7.09840 -12.32323  -0.370
C 13.00184 -6.87386 -13.64808  0.398
C 13.79027 -7.80917 -14.55042  0.829
F 14.49501 -7.08546 -15.44146  -0.164
O 14.73719 -8.43628 -13.66323  -0.384
H 11.94995 -7.16379 -13.65116  0.227
H 13.07657 -5.80243 -13.81901  -0.461
H 13.08412 -8.47282 -15.04935  -0.078
O 14.58606 -5.19067 -23.23411  -0.568
C 15.52556 -5.92718 -23.30981  0.712
O 15.51698 -7.22047 -23.29483  -0.312
C 16.83233 -7.83058 -23.25998  -0.272
C 17.69042 -6.60891 -23.68146  0.424
F 18.09126 -6.72057 -24.97832  -0.338
O 16.80334 -5.52441 -23.64548  -0.347
H 17.06491 -8.33574 -22.32783  0.209
H 16.76003 -8.58463 -24.04238  0.280
H 18.63671 -6.55852 -23.13982  0.254
O 11.35211 -6.89463 -16.35473  -0.429
C 10.57024 -7.55671 -16.97149  0.520
O 9.72949 -7.11877 -17.89811  -0.340
C 9.12017 -8.22130 -18.49053  0.418
C 8.89730 -9.09941 -17.24963  0.211
F 8.70360 -10.37633 -17.54934  -0.226
O 10.16198 -8.80657 -16.62505  -0.279
H 8.18106 -8.04573 -19.01427  0.584
H 9.76458 -8.64902 -19.26135  -0.560
H 8.10070 -8.69575 -16.62186  0.290
O 15.47972 -8.60623 -20.66994  -0.514
C 14.52630 -8.56584 -19.94718  0.123
O 14.30566 -7.52453 -19.18055  -0.004
C 13.18289 -7.68220 -18.37315  0.219
C 12.47174 -8.92612 -18.95568  0.215
F 11.46800 -8.66494 -19.84082  -0.289
O 13.54475 -9.47831 -19.79167  -0.539
H 13.44279 -7.86799 -17.32837  -0.489
H 12.49106 -6.84083 -18.33088  0.487
H 12.09611 -9.76760 -18.37482  0.360
O 16.33907 -9.05280 -17.09936  -0.479
C 15.62051 -10.00445 -17.21157  0.645
O 14.75232 -10.46179 -16.24778  -0.299
C 14.25073 -11.75490 -16.55199  -0.535
C 14.68286 -11.85658 -18.03168  0.260
F 13.62062 -11.67627 -18.86670  -0.169
O 15.54898 -10.83311 -18.23621  -0.268
H 14.71536 -12.54629 -15.96346  0.375
H 13.17211 -11.83612 -16.42829  0.274
H 15.06711 -12.87430 -18.11485  0.285
C 9.35070 -6.70467 -22.56231  -0.516
O 8.72402 -6.19147 -23.69869  -0.359
P 7.80995 -7.14613 -24.65123  0.605
O 6.39279 -6.74424 -24.71394  -0.722
O 8.58205 -7.07394 -26.04957  -0.306
C 8.13056 -6.12693 -27.04223  -0.758
O 8.12150 -8.62750 -24.12351  0.143
C 7.75760 -9.77312 -24.84312  -0.554
H 9.79587 -5.90084 -21.97458  0.330
H 10.20714 -7.37024 -22.71539  0.252
H 8.63388 -7.27719 -21.96771  0.309
H 8.88357 -5.36796 -27.23765  0.249
H 7.18715 -5.70276 -26.69829  0.341
H 7.85449 -6.59274 -27.98842  0.269
H 6.80061 -10.07594 -24.41090  0.239
H 8.41782 -10.60704 -24.61109  0.140
H 7.70354 -9.55758 -25.90936  0.367
C 16.20863 -5.42069 -18.31096  -0.367
O 17.59437 -5.09864 -18.06402  -0.068
P 18.50918 -4.16646 -19.01701  0.708
O 18.64557 -4.63864 -20.40589  -0.599
O 17.99073 -2.65321 -18.86779  -0.368
C 17.63981 -2.13815 -17.57820  -0.295
O 19.79351 -4.14265 -18.08901  -0.350
C 21.01854 -3.68254 -18.62341  -0.775
H 16.29709 -6.38395 -18.80215  0.275
H 15.70805 -4.61153 -18.84236  0.312
H 15.78855 -5.53071 -17.31062  0.029
H 17.82691 -1.06711 -17.61581  0.333
H 18.21546 -2.59076 -16.77142  0.370
H 16.60884 -2.40214 -17.35603  -0.103
H 21.85706 -4.35225 -18.41807  0.250
H 21.41574 -2.81618 -18.08665  0.266
H 20.88449 -3.48809 -19.68637  0.358
C 13.55283 -3.31872 -12.63006  -0.511
O 14.84121 -3.25053 -13.22627  -0.319
P 15.10523 -3.02719 -14.81094  0.842
O 16.44907 -3.46976 -15.23286  -0.644
O 13.88101 -3.73531 -15.50690  0.067
C 13.32230 -3.59187 -16.81008  -0.108
O 14.87416 -1.43100 -15.12242  -0.323
C 15.69036 -0.50934 -14.40014  -0.829
H 13.57113 -2.76036 -11.69708  0.308
H 13.24053 -4.34819 -12.46400  0.120
H 12.80763 -2.89579 -13.30693  0.304
H 12.40434 -3.00526 -16.82395  0.256
H 13.04508 -4.59009 -17.14483  -0.221
H 14.07095 -3.13255 -17.45386  0.239
H 16.37893 -0.00103 -15.06849  0.266
H 16.25184 -0.99334 -13.59493  0.360
H 15.03553 0.09750 -13.77249  0.309

Forces on atoms 1 to 3 (eV/Å):
-0.01 -0.09 -0.21
-0.20 0.39 0.46
-0.46 0.32 -1.03

***

Computed, not measured: a molecular structure, C43H51CaGeNP2, with ωB97M-V with the def2-TZVPD basis set.

Summary:
E_HOMO   0.0470 Ha
Kohn-Sham gap   2.961 eV
E_LUMO   4.241 eV
Spin multiplicity   1
Charge   -2

Last column: Mulliken charge in e.
CARTESIAN COORDINATES (ANGSTROEM)
Ca -0.30848 0.06501 0.14351  -0.520
C -2.45278 -1.35529 -4.09644  -1.999
C -2.77019 -2.43939 -3.07293  0.569
C -2.64155 -3.82062 -3.71060  -1.602
P -1.73134 -2.17951 -1.54620  1.426
C -2.04417 -3.68160 -0.51282  0.526
C -3.51454 -3.66375 -0.09166  -1.699
C -1.15908 -3.65034 0.72881  -1.462
C -0.01155 -2.40898 -2.16443  0.758
C 0.62895 -3.64357 -2.18294  0.186
C 1.98027 -3.76953 -2.46448  -1.034
C 2.71122 -2.60644 -2.68199  -0.752
C 2.10597 -1.36520 -2.68993  -0.703
C 0.71042 -1.22013 -2.49055  -1.104
N 0.01715 -0.04482 -2.44358  0.550
C 0.44092 1.13018 -3.00016  -0.902
C 1.38209 1.25084 -4.05025  -1.031
C 1.75184 2.48095 -4.55905  -0.776
C 1.20916 3.65942 -4.06062  -1.041
C 0.23217 3.55917 -3.08082  0.077
C -0.18723 2.33808 -2.57110  1.170
P -1.65202 2.19516 -1.45579  0.228
C -3.02632 2.33582 -2.70804  0.404
C -4.30742 1.67898 -2.19921  -1.412
C -3.30168 3.74271 -3.23338  -1.561
C -1.61923 3.77335 -0.50116  0.762
C -0.31175 3.87397 0.28399  -1.483
C -2.78833 3.75960 0.48734  -1.524
H -3.15452 -1.40859 -4.93491  0.577
H -2.49750 -0.36241 -3.65756  0.331
H -1.44143 -1.48290 -4.48623  0.261
H -3.80527 -2.29290 -2.73370  0.567
H -1.60097 -4.02188 -3.97167  0.237
H -2.98300 -4.61818 -3.04980  0.319
H -3.23194 -3.87663 -4.63151  0.491
H -1.85674 -4.60205 -1.07872  0.280
H -3.74056 -2.73652 0.43969  0.288
H -4.19890 -3.75088 -0.93821  0.387
H -3.72349 -4.49151 0.59141  0.486
H -1.36623 -2.77250 1.35159  0.189
H -1.35106 -4.53617 1.34166  0.584
H -0.09673 -3.63956 0.49841  0.028
H 0.06285 -4.53253 -1.93128  0.214
H 2.46068 -4.73976 -2.45133  0.407
H 3.78529 -2.66420 -2.82539  0.311
H 2.71687 -0.48157 -2.80210  0.728
H 1.81010 0.35450 -4.47556  0.593
H 2.48378 2.51730 -5.36016  0.337
H 1.52684 4.62612 -4.43052  0.436
H -0.22134 4.46768 -2.69876  0.193
H -2.64277 1.72886 -3.53678  0.312
H -4.75257 2.25632 -1.38689  0.327
H -5.04819 1.61009 -3.00161  0.449
H -4.11516 0.67616 -1.81634  0.168
H -3.70054 4.38327 -2.44393  0.255
H -2.40376 4.21392 -3.63208  0.319
H -4.04614 3.70820 -4.03566  0.476
H -1.72549 4.63474 -1.17513  0.479
H -0.24177 3.05935 1.01825  -0.031
H 0.57413 3.83876 -0.35206  0.269
H -0.29649 4.82137 0.82991  0.607
H -2.68324 2.91016 1.16744  0.197
H -2.77235 4.67076 1.09165  0.487
H -3.76155 3.70418 -0.00451  0.346
C -0.67079 0.52197 2.33433  -0.460
Ge 0.97413 0.09600 3.04823  1.505
C 1.87349 -1.75619 2.90795  -0.449
C 1.87777 -2.67096 3.96486  -0.182
C 2.26728 -3.99471 3.80074  -0.718
C 2.69655 -4.45394 2.56286  -0.343
C 2.72152 -3.56736 1.49387  -0.839
C 2.30609 -2.25595 1.67538  0.404
C 1.18127 0.37082 5.08128  -0.746
C 0.07604 0.91839 5.73152  -0.465
C 0.10040 1.20299 7.09073  -0.474
C 1.23976 0.94037 7.83965  -0.260
C 2.35641 0.40065 7.21217  -0.681
C 2.31735 0.12550 5.84989  0.087
C 2.53057 1.32230 2.50302  0.051
C 3.63733 0.98023 1.72361  0.140
C 4.49686 1.93769 1.19180  -0.694
C 4.28110 3.28392 1.44310  -0.384
C 3.19994 3.65332 2.23867  -0.518
C 2.34699 2.68969 2.75057  -0.575
H 1.54114 -2.34563 4.94231  0.305
H 2.22863 -4.67411 4.64748  0.357
H 2.99994 -5.48748 2.43275  0.344
H 3.04065 -3.89671 0.51012  0.307
H 2.31136 -1.60217 0.80116  0.148
H -0.80490 1.09859 5.11907  0.283
H -0.77589 1.63030 7.57263  0.343
H 1.26059 1.15754 8.90317  0.323
H 3.25700 0.19608 7.78452  0.329
H 3.20404 -0.28193 5.37241  0.320
H 3.84454 -0.06824 1.51973  0.186
H 5.33567 1.62563 0.57463  0.368
H 4.94066 4.03616 1.02346  0.335
H 3.01546 4.70313 2.44987  0.335
H 1.48773 2.99906 3.33933  0.358

Forces on atoms 1 to 3 (eV/Å):
-0.54 -0.11 -0.02
0.02 0.01 -0.06
-0.14 -0.12 0.03

***

Computed, not measured: 2 unconnected molecules or ions with the total composition C4H11NO2 at a distorted geometry, with ωB97M-V with the def2-TZVPD basis set.

Summary:
SMILES   CC(=O)O.CCN
E_HOMO   -0.3457 Ha
Kohn-Sham gap   10.016 eV
E_LUMO   0.609 eV
Spin multiplicity   1
Charge   0
Relative energy (zero: lowest compared OMol25 entry of this formula, charge and spin)   240.6 kJ/mol

Last column: Mulliken charge in e.
CARTESIAN COORDINATES (ANGSTROEM)
C -2.23497 0.79278 1.47901  -0.843
C -1.18072 1.73881 0.95573  0.749
O -1.18373 2.68219 0.14278  -0.606
O 0.01724 1.24497 1.22165  -0.443
H -2.93932 1.23326 2.29200  0.273
H -1.71607 -0.15805 1.68425  0.253
H -3.02814 0.63842 0.77557  0.290
H 0.65326 2.00702 1.32564  0.330
C 1.65342 -2.20569 0.00133  -0.787
C 0.96001 -1.63715 -1.17315  -0.170
N 1.54081 -2.04434 -2.52607  -0.634
H 1.33741 -1.65878 0.93134  0.220
H 2.84355 -2.06226 -0.20604  0.172
H 1.61232 -3.22600 0.38985  0.303
H 0.05247 -2.10255 -1.29818  0.294
H 0.85202 -0.53686 -1.04510  0.180
H 2.51106 -1.77724 -2.45350  0.225
H 1.18123 -1.59646 -3.20631  0.195

Forces on atoms 1 to 3 (eV/Å):
-1.39 0.97 0.90
0.14 1.79 -3.61
-1.68 -1.48 2.48

***

Computed, not measured: a single C22H22FN3O3S2 molecule, with ωB97M-V with the def2-TZVPD basis set.

Summary:
SMILES   O=C([C@H](NS(=O)(=O)c1cccs1)c1ccccc1)N1CCN(c2ccccc2F)CC1
E_HOMO   -0.2954 Ha
Kohn-Sham gap   8.616 eV
E_LUMO   0.577 eV
Spin multiplicity   1
Charge   0
Relative energy (zero: lowest compared OMol25 entry of this formula, charge and spin)   16.5 kJ/mol

Last column: Mulliken charge in e.
CARTESIAN COORDINATES (ANGSTROEM)
O -1.37604 0.13531 -2.07194  -0.728
C -0.94596 -0.62610 -1.22273  0.511
C -0.78660 -0.15924 0.22785  -0.963
N -1.72237 0.93662 0.42663  -0.250
S -1.47783 1.84994 1.80200  1.419
O -1.07912 0.95566 2.84454  -0.628
O -0.69521 3.02331 1.54746  -0.692
C -3.14188 2.36888 2.09807  -0.016
C -3.66308 3.62136 1.99534  -0.366
C -5.04274 3.65269 2.29157  -0.520
C -5.52987 2.42275 2.60785  -0.485
S -4.31554 1.20499 2.55544  -0.109
C 0.63837 0.29008 0.47086  0.502
C 1.16670 1.31926 -0.29739  0.215
C 2.43346 1.80492 -0.03426  -1.045
C 3.18994 1.25568 0.98589  -0.492
C 2.67183 0.22398 1.74834  -1.108
C 1.39739 -0.25250 1.49871  0.040
N -0.58570 -1.89241 -1.50149  0.122
C 0.01505 -2.81503 -0.55838  -0.164
C 0.95439 -3.77708 -1.31654  -1.193
N 1.52587 -3.09820 -2.45932  -0.052
C 2.44411 -2.07269 -2.22266  0.313
C 2.33269 -0.79117 -2.76813  -0.081
C 3.32229 0.15827 -2.59925  -0.962
C 4.45293 -0.12092 -1.85468  -0.474
C 4.58324 -1.37097 -1.27720  -0.679
C 3.60187 -2.31795 -1.47427  0.826
F 3.80080 -3.54152 -0.91528  -0.378
C 0.49993 -2.91850 -3.46313  -0.879
C -0.82186 -2.42069 -2.83214  -0.791
H -1.06986 -0.94191 0.93729  0.504
H -1.79006 1.50002 -0.41379  0.449
H -3.06605 4.47198 1.72407  0.503
H -5.63834 4.54701 2.26953  0.388
H -6.53497 2.16043 2.87211  0.439
H 0.57918 1.74462 -1.09763  0.395
H 2.82747 2.61979 -0.62217  0.511
H 4.17808 1.63799 1.19396  0.466
H 3.25307 -0.20146 2.55280  0.444
H 0.97822 -1.02353 2.12920  0.528
H -0.75878 -3.38035 -0.02276  0.459
H 0.60651 -2.24818 0.15991  0.143
H 1.72869 -4.13770 -0.64342  0.378
H 0.40530 -4.64356 -1.69375  0.395
H 1.44927 -0.51571 -3.32102  0.189
H 3.19735 1.13079 -3.04969  0.424
H 5.22311 0.62117 -1.72018  0.437
H 5.44704 -1.63465 -0.68766  0.451
H 0.85870 -2.24433 -4.23791  0.450
H 0.33037 -3.89593 -3.92981  0.395
H -1.53914 -3.24508 -2.75244  0.425
H -1.27108 -1.62162 -3.42243  0.336

Forces on atoms 1 to 3 (eV/Å):
-0.15 0.43 -0.09
-0.09 -0.05 0.28
0.17 -0.11 0.25